No. 1
Molecular formula: C25H25F32N4O6
Method: DFT, ωB97M-V with the def2-TZVPD basis set

```
92
Properties=species:S:1:pos:R:3:forces:R:3:lowdin_charge:R:1
N -2.263685 8.127729 -0.759246 -0.6745 0.9269 -0.0533 0.19
C -2.426425 6.978091 -0.097739 2.0763 -1.6115 -1.4229 -0.38
N -1.780122 5.844040 -0.516829 -1.6969 0.7367 1.4016 0.23
C -2.206970 4.922908 0.348275 1.7084 -1.4403 -2.1615 -0.25
C -1.683994 3.522717 0.106705 -0.2924 -0.8265 1.3625 -0.08
C -1.674224 2.594273 1.359616 0.7580 -0.6631 -0.3935 -0.07
C -1.366773 1.150763 0.857310 1.7860 3.6543 -0.6410 -0.52
O -2.060334 0.261923 1.057274 -2.4548 -3.5059 1.0071 0.21
O -0.201020 1.019438 0.109728 -0.4176 0.4795 0.0055 0.06
N -3.050734 5.393939 1.264072 0.7502 -0.9409 -0.4219 0.17
N -3.173598 6.697009 0.960940 -1.0048 2.0826 0.6479 0.15
H -1.961120 9.005971 -0.365367 -0.3538 -0.1535 0.2190 0.14
H -2.379552 8.094735 -1.765510 0.4410 -0.0815 0.1491 0.13
H -2.286950 3.018531 -0.675571 0.0277 0.5932 0.2792 0.15
H -0.649917 3.561692 -0.274766 -0.5353 0.5273 0.1054 0.14
H -0.852808 2.825562 2.065525 -0.4469 0.2796 -0.3499 0.14
H -2.627309 2.544617 1.907326 0.2726 0.0088 -0.2797 0.12
H -0.388084 1.391381 -0.765999 0.4251 -0.1698 0.0134 0.12
H -3.499234 4.858246 1.996561 -0.1606 0.5861 0.1934 0.20
H -3.750878 7.385584 1.430092 -0.1136 -0.4917 0.3714 0.20
C 4.082214 -1.966305 -1.701205 -0.2615 -0.4117 -0.6026 -0.04
C 5.123829 -0.843272 -1.554933 -0.7073 0.2211 -0.0420 -0.43
C 6.174208 -1.033644 -0.460280 0.6990 0.0632 0.1853 -0.29
F 5.619974 -1.106622 0.766418 0.0290 0.0609 -0.1519 0.10
F 7.020917 0.026592 -0.448764 -0.1359 0.0134 -0.2039 0.10
F 4.481967 0.340367 -1.403971 0.1289 0.0075 0.1224 0.12
F 5.788068 -0.765472 -2.742814 0.2237 -0.2471 0.1360 0.11
O 2.814705 -1.753571 -1.083539 0.3377 0.4739 0.7803 0.04
C 2.674065 -2.074223 0.260902 0.4521 -0.8105 -1.0814 -0.52
C 2.370064 -0.850048 1.123068 -0.2143 0.5682 0.4471 -0.28
F 3.347961 0.076762 1.028871 -0.0649 -0.1007 -0.1579 0.10
F 2.281748 -1.196124 2.429316 -0.0269 -0.2927 -0.1194 0.10
F 3.753035 -2.752435 0.687725 -0.2678 0.0581 0.4094 0.15
F 1.628525 -2.927523 0.340710 -0.1833 0.2380 0.1978 0.14
H 3.850198 -2.020113 -2.765156 -0.0126 0.2204 0.0269 0.15
H 4.492161 -2.942620 -1.457365 0.0803 0.1682 0.2746 0.12
H 6.765099 -1.936911 -0.636842 -0.1073 -0.0365 -0.0794 0.17
H 1.431261 -0.383929 0.822146 0.0032 -0.2064 -0.1501 0.14
C -2.095718 -3.300455 1.678059 0.1777 0.5591 -0.5566 -0.04
C -1.202982 -3.855303 2.803407 -0.4996 0.5216 0.2247 -0.44
C -1.063600 -5.376234 2.863451 0.4187 -0.5565 0.2033 -0.30
F -2.248160 -5.985208 3.073339 0.1516 0.0954 -0.0050 0.09
F -0.253418 -5.722421 3.893301 0.0229 0.2348 -0.0601 0.10
F -1.628482 -3.362873 3.989145 0.0164 -0.1809 0.0194 0.13
F 0.043134 -3.344082 2.603621 0.0306 -0.2787 -0.1807 0.10
O -3.431552 -2.952239 2.025752 -0.0846 -0.7740 0.5238 0.04
C -4.394769 -3.952325 2.019097 0.7584 0.4537 -0.9194 -0.53
C -4.976000 -4.203823 3.411068 -0.2916 -0.1051 0.5975 -0.28
F -4.014085 -4.568255 4.281628 -0.0345 0.1266 -0.1435 0.10
F -5.879277 -5.209534 3.363952 0.0147 0.0877 -0.2668 0.10
F -3.903409 -5.071349 1.457642 -0.4099 -0.1084 0.1293 0.14
F -5.385778 -3.521046 1.206330 -0.2423 -0.0252 0.2731 0.14
H -1.645699 -2.351987 1.383685 -0.0124 0.0264 0.2055 0.13
H -2.058676 -3.918558 0.780273 -0.0276 -0.2263 0.2022 0.15
H -0.622841 -5.765961 1.941112 -0.0290 0.1205 -0.0489 0.18
H -5.465597 -3.305700 3.794263 0.0127 0.0619 -0.1603 0.17
C 7.815660 -7.682737 -1.393737 0.0674 -0.7460 -0.2972 -0.05
C 6.719116 -6.602355 -1.391431 -0.0063 -0.4644 0.7250 -0.44
C 7.129619 -5.223644 -1.906231 0.0047 0.4298 -0.3367 -0.28
F 8.107690 -4.670862 -1.164778 -0.2175 0.0015 -0.0636 0.10
F 6.065526 -4.372574 -1.847317 -0.0449 -0.2107 -0.0041 0.07
F 6.188398 -6.510230 -0.152761 0.0276 0.2137 -0.0856 0.13
F 5.718695 -7.051412 -2.202224 0.1840 0.2013 -0.3063 0.11
O 8.483239 -7.923695 -0.163025 0.0082 0.9777 0.1349 0.05
C 9.563307 -7.114139 0.168649 -0.1168 -0.8489 -0.9191 -0.53
C 9.298058 -6.284884 1.425789 -0.0639 0.2906 0.6046 -0.28
F 8.220689 -5.487174 1.264577 0.0570 -0.1489 -0.0524 0.09
F 10.355847 -5.484194 1.687326 0.0926 -0.1734 -0.1836 0.10
F 9.917674 -6.352465 -0.884764 0.2268 0.1526 0.3074 0.14
F 10.600582 -7.941767 0.406512 0.0157 0.1630 0.3234 0.15
H 7.304295 -8.622090 -1.604483 -0.1444 0.0869 0.1383 0.15
H 8.518215 -7.555315 -2.218347 -0.0168 0.2813 0.0783 0.15
H 7.462954 -5.273278 -2.946235 -0.0425 -0.1075 0.0111 0.18
H 9.122026 -6.932610 2.287091 0.0464 -0.1282 -0.1054 0.18
C -6.487120 5.831647 -2.158311 0.1211 -0.8307 -0.0266 -0.06
C -5.709186 7.034382 -2.724605 -0.7512 -0.2323 -0.6313 -0.44
C -5.447499 8.188279 -1.758139 0.0936 0.6853 0.0662 -0.32
F -6.581798 8.744663 -1.304543 0.1749 -0.1050 -0.0336 0.11
F -4.752540 9.173680 -2.381840 0.1667 -0.2850 -0.1080 0.10
F -6.326150 7.474885 -3.833687 0.1117 0.1570 0.1434 0.15
F -4.485029 6.564134 -3.125005 0.2298 0.0803 0.4856 0.09
O -7.874482 5.775847 -2.432961 0.0664 0.9593 0.2314 0.05
C -8.738822 6.472666 -1.591439 0.5182 -0.9750 0.2122 -0.52
C -9.479020 7.594233 -2.321282 -0.4419 0.4909 -0.3667 -0.28
F -8.611095 8.483476 -2.848683 0.0243 -0.1910 0.0462 0.10
F -10.269835 8.265418 -1.456969 0.0968 -0.2456 0.1523 0.11
F -8.071828 6.915852 -0.503268 -0.3075 0.1624 0.0410 0.13
F -9.637315 5.576336 -1.145947 -0.1890 0.2191 -0.1224 0.16
H -6.082624 4.954199 -2.664453 -0.0069 0.1353 -0.1820 0.15
H -6.277194 5.666534 -1.099217 -0.0247 0.2922 0.0266 0.14
H -4.854420 7.855152 -0.902052 -0.0449 -0.1333 -0.0297 0.13
H -10.094992 7.191333 -3.128027 0.0467 -0.1646 0.0656 0.18
```
Positions in Å, forces in eV/Å.

Output
frontier orbital gap = 9.188 eV
E_HOMO = -12.941 eV
multiplicity = 1
net charge = +1

No. 2
Molecular formula: C25H25N3O3S2
Method: DFT, ωB97M-V with the def2-TZVPD basis set

```
58
Properties=species:S:1:pos:R:3:forces:R:3:nbo_charge:R:1
C 4.117109 -4.199491 4.385571 0.1462 0.0681 0.0594 -0.25
H 3.914405 -3.471747 5.177969 0.0060 -0.0080 -0.0317 0.17
O 2.932120 -4.797809 3.917619 -0.2017 -0.1526 -0.0743 -0.49
C 1.992941 -4.003028 3.334741 -0.2139 0.0356 -0.0964 0.27
C 2.095696 -2.627255 3.180766 0.0417 -0.1570 0.0938 -0.25
C 1.062807 -1.905887 2.592490 -0.1047 -0.3886 -0.2804 -0.21
C -0.071734 -2.559881 2.092398 0.3039 0.0710 0.1419 0.37
C -0.161160 -3.941409 2.241900 -0.1762 0.1243 -0.0551 -0.30
C 0.847638 -4.645964 2.865097 0.3235 0.1046 0.1203 -0.21
H 0.773371 -5.714567 2.988384 -0.0144 -0.1360 0.0093 0.23
H -1.021437 -4.475754 1.872422 -0.0863 -0.0342 -0.0584 0.23
O -0.980109 -1.784574 1.446074 0.4393 0.0299 0.1314 -0.52
C -2.166063 -2.369093 0.955944 -0.2980 0.0226 -0.0864 -0.26
H -1.953998 -3.101915 0.171271 0.0219 -0.0081 0.0321 0.17
H -2.738738 -1.538827 0.544677 -0.0096 -0.1470 0.0074 0.24
H -2.735553 -2.845135 1.759136 0.0238 -0.0155 -0.0082 0.18
C 1.213341 -0.431422 2.471977 -0.3319 -0.0303 0.0231 0.60
O 2.156996 0.090301 1.931995 0.1607 -0.1529 0.0749 -0.53
C 0.115337 0.368127 3.146899 0.0743 0.6887 -0.3280 -0.64
H -0.862561 -0.097233 3.052864 0.0787 -0.0805 0.1080 0.28
H 0.376450 0.486433 4.200213 -0.0281 -0.0599 0.0233 0.25
S -0.000713 2.044025 2.441457 -0.0355 0.0266 0.4150 0.26
C -1.083545 1.648878 1.133782 0.0744 0.0671 0.0600 0.16
N -2.137786 0.888182 1.220124 0.3083 0.1775 0.8445 -0.31
N -2.684881 0.825080 -0.002933 -0.5647 -0.1576 -0.8994 -0.31
C -1.966093 1.548547 -0.816815 0.0854 0.0194 -0.0952 0.36
N -0.920508 2.112534 -0.140842 -0.6790 -0.4197 0.3944 -0.38
C 0.197292 2.874986 -0.628418 0.6444 0.1893 -0.1599 -0.21
H -0.099559 3.362641 -1.559824 0.0193 0.0163 0.1770 0.23
H 0.442289 3.637710 0.115924 -0.0647 -0.0063 -0.1627 0.22
C 1.416912 1.967238 -0.868772 -0.1887 0.0520 0.0015 -0.44
C 1.067962 0.892387 -1.857268 0.1538 0.0495 0.0137 -0.04
C 0.562103 -0.326969 -1.423807 0.0715 0.0179 -0.0093 -0.16
C 0.165114 -1.286882 -2.338010 -0.0598 -0.0562 0.0066 -0.22
C 0.270613 -1.040892 -3.696261 -0.0462 -0.0681 -0.0883 -0.22
C 0.781577 0.168655 -4.137744 -0.0117 0.0277 -0.1213 -0.22
C 1.173979 1.129697 -3.222757 0.0154 -0.0274 0.0326 -0.22
H 1.568748 2.075071 -3.568885 0.0539 0.1087 -0.0375 0.21
H 0.871796 0.363578 -5.196780 0.0144 0.0081 -0.0835 0.21
H -0.040360 -1.789651 -4.409741 -0.0184 -0.0649 -0.0567 0.21
H -0.228253 -2.229450 -1.987756 -0.0411 -0.0993 0.0426 0.21
H 0.478964 -0.530274 -0.366209 -0.0230 -0.0022 0.1333 0.21
H 2.230226 2.588005 -1.246636 0.0446 0.0091 0.0139 0.22
H 1.730975 1.522814 0.076946 0.0188 0.0867 -0.0131 0.25
C -2.273839 1.737916 -2.259321 -0.0176 -0.1000 -0.0127 -0.49
C -2.325896 3.179019 -2.646533 -0.2366 0.2383 0.0325 -0.19
C -1.758248 3.778335 -3.728083 -0.1022 -0.2251 0.1760 -0.27
C -2.016464 5.167276 -3.790761 -0.0685 0.2338 0.0333 -0.26
C -2.772094 5.601669 -2.752774 -0.1405 -0.1323 0.2565 -0.41
S -3.193592 4.326305 -1.676126 0.3433 -0.0554 -0.5011 0.44
H -3.114489 6.595574 -2.545150 -0.0444 0.2425 -0.0097 0.24
H -1.651626 5.807005 -4.574030 0.0459 0.1543 -0.1144 0.22
H -1.174414 3.244124 -4.456863 0.1161 -0.1678 -0.1056 0.22
H -1.526373 1.229003 -2.874037 -0.0561 0.0007 -0.0240 0.25
H -3.241975 1.258821 -2.432272 0.1273 -0.0365 0.0195 0.26
H 2.960673 -2.080454 3.521056 0.1229 0.0211 0.0256 0.23
H 4.716761 -5.013116 4.790086 0.0024 0.0973 -0.0132 0.20
H 4.667866 -3.711254 3.575622 -0.0184 0.0012 0.0235 0.18
```
Positions in Å, forces in eV/Å.

Output
frontier orbital gap = 8.676 eV
E_HOMO = -8.166 eV
multiplicity = 1
SMILES = COc1ccc(OC)c(C(=O)CSc2nnc(Cc3cccs3)n2CCc2ccccc2)c1
net charge = 0

no.,lowest unoccupied orbital energy (eV)
1,-3.75
2,0.51